Entry 1:
Molecular formula: C38H60B2F24O26S2Zr
Method: DFT, ωB97M-V/def2-TZVPD

Computed properties:
Largest force on an atom (eV Å⁻¹): 6.2
Frontier orbital gap (eV): 8.7924
Spin multiplicity: 1
Energy (a.u.): -6729.94380
E_HOMO (eV): -9.08

Positions of all 153 atoms, in Å:
C -1.06991 4.02494 1.19529
H -1.66924 -9.72398 1.27647
C -5.14333 -0.08920 0.83947
C -2.79378 4.39851 2.82197
O -1.01669 4.40170 -6.20516
O 0.27681 -4.93577 6.81027
Zr -0.45786 0.68749 2.49594
H 0.97612 -2.11984 -0.73083
C 1.54119 -1.09473 -5.13003
C 2.33273 -1.60534 1.68448
C -1.91970 3.87607 -5.24590
C 3.42626 -1.63482 2.77399
F 6.44915 -1.48492 0.55052
O 1.35131 -0.85992 1.69397
O -2.79431 -4.34147 -3.19011
F -0.30623 -6.15764 -3.67450
H -3.34046 -0.73044 0.08145
C 5.88991 3.27293 -1.52704
O 5.71442 0.79437 -1.93685
H 0.34493 -0.25465 -6.86410
C 2.67526 -2.72948 -1.60760
H -2.18023 -2.09307 -1.84642
H -3.17070 -1.65518 -4.14390
H -2.26480 1.76673 -4.55674
H 4.65031 4.49888 1.39333
O -1.36421 -7.61162 0.98076
F -0.36693 1.59799 -2.89570
O 3.00260 8.10893 2.29399
H 4.09706 2.24193 -2.21005
H -2.00989 4.11984 3.52620
C 3.79417 5.13058 1.15650
F -0.45311 7.40611 2.59773
O -5.23517 0.93957 -0.16928
H -0.10439 0.78691 0.59160
H -4.16491 -2.01038 1.11194
H 2.55742 -1.36573 -4.84380
H -4.35999 5.98413 2.30569
F -0.43030 -5.64299 -0.42709
H -2.87756 -8.78874 1.77858
H -3.51999 3.60501 2.64568
F 4.49083 -2.44774 2.47187
H -3.14891 6.57693 3.39195
H -2.79865 -0.24186 -3.25542
O -2.26576 1.34137 3.56320
H 1.94339 -1.11608 -7.15343
F 7.60180 -0.77880 -1.22303
O -0.66930 2.92469 1.66727
F -0.78215 5.82628 -0.32008
H 1.26188 -3.74174 -0.31891
H 2.13462 2.08250 3.87940
C -2.09368 -1.07323 4.28569
C 0.55201 8.31309 2.37784
H -6.15367 -0.49782 0.85724
C -4.36128 2.84678 -1.50206
H -0.44317 -4.09468 3.79014
F -1.42727 -5.54937 -5.47126
F 0.25772 -4.57667 -4.87345
H -3.89302 0.13688 3.84070
H -1.47378 -9.78260 3.50192
H -0.93643 -0.70893 0.90853
C -0.33327 -3.97157 5.94372
O 0.96952 -0.24952 -4.17612
H 4.23009 6.07786 0.83910
C -0.70181 -4.73158 4.63605
C -1.87219 -6.28766 1.28673
H 5.31553 2.24149 -3.31356
H -1.28982 -7.98549 3.60776
H -0.88227 -1.22276 -2.19385
C 5.17964 2.11832 -2.23910
C 1.34259 -0.49020 -6.49357
O 2.62359 -2.52961 0.68909
H 3.11883 -1.73625 -1.67717
H 1.23743 0.57770 3.64080
O 4.79508 0.52966 0.17838
C -1.25564 -5.12184 0.47961
F -0.60666 -4.32603 1.29201
O -3.59164 2.26963 0.69347
C -2.32521 -1.06384 -3.79236
F 2.91098 -2.14350 3.93849
F -5.42348 2.65321 -2.28112
S 0.47719 -6.41714 6.13492
F -2.14255 -4.36423 -0.08859
C 1.92030 7.53326 2.23483
H -4.42281 5.43697 3.85566
H -2.62151 -1.99294 4.03345
O 1.79634 6.16621 2.18550
O -2.04193 4.82589 1.68839
H -2.53526 1.93658 -6.31077
F -3.32621 2.50214 -2.21490
F 0.67410 9.18993 3.38171
H -2.90036 4.32043 -5.41610
H -1.22931 0.27397 -0.62872
H -1.21587 -3.51598 6.39268
F 5.83890 -2.06960 -1.33938
F 1.17309 3.03667 -3.36212
O 1.34757 3.54523 -6.52957
H 5.71138 3.15358 -0.45841
H 3.63417 5.60890 3.15235
C -1.58881 -4.12081 -3.49659
O 1.85114 -6.80546 6.11189
C -1.08532 -8.88315 3.02424
H 6.96478 3.25049 -1.70662
F -4.29771 4.14824 -1.23571
C 5.49115 0.17675 -0.77105
H -0.03142 -9.11535 2.87103
H 3.33246 4.84696 0.21073
H 2.45074 4.39258 2.83598
H -3.09564 0.68979 5.27331
F 1.30875 1.89341 -1.70549
C -1.79067 -8.73435 1.71691
H 1.06663 -2.07514 -5.17084
C -4.27125 -1.21845 0.37055
C -2.90591 0.29873 4.27373
B -1.02902 0.25438 0.43135
H -4.90225 0.38975 1.78846
C 2.92604 5.26950 2.39642
C -0.41926 4.59105 -0.12978
F 3.88845 -0.40347 3.03816
H 0.35162 2.02588 3.71148
C -1.54456 -1.91496 -2.71379
C 1.77018 -2.77952 -0.38097
C 1.70249 0.76028 -3.66965
F 0.92594 4.55316 -0.13287
C 0.91277 1.82848 -2.89942
C -4.39256 2.02169 -0.19445
O -0.96148 -1.15805 3.47745
F -0.85982 3.93948 -1.12824
F 0.21269 8.96212 1.28195
O -0.89301 -3.04745 -3.15713
H 1.41002 1.68456 2.30847
C -0.76366 -5.13562 -4.40872
H -1.77645 0.75432 1.02770
C -3.67735 5.67083 3.09560
H -1.77018 -1.25592 5.31042
H 3.44210 -3.49194 -1.47079
H -4.57749 -1.78415 -0.50940
H -1.73590 -5.07587 4.62041
C -1.98092 2.31793 -5.45323
H 5.48512 4.25025 -1.78989
O 0.22196 -5.79432 4.62377
O 2.92283 0.79541 -3.66050
B 1.29597 1.62298 3.37965
S -0.03469 3.21391 -6.87194
H 0.41555 -3.20329 5.75111
O -0.41285 2.94392 -8.20472
H -1.64125 4.14483 -4.22693
C 6.38188 -1.03701 -0.63996
O -2.85648 -6.11929 2.05432
H 2.16560 -2.97812 -2.53847
H -1.74216 -0.66816 -4.62398
H 1.86512 0.46639 -6.49137
O -0.61643 2.06073 -5.80476
O -0.54716 -7.34853 6.61409

---

Entry 2:
Molecular formula: C5H14
Method: DFT, ωB97M-V/def2-TZVPD

Computed properties:
Energy above the lowest of the compared OMol25 structures with the same formula, charge and spin (eV): 1.431
Largest force on an atom (eV Å⁻¹): 3.9
Frontier orbital gap (eV): 12.1190
Spin multiplicity: 1
Energy (a.u.): -198.83657
E_HOMO (eV): -11.04

Positions of all 19 atoms, in Å:
C -0.16267 1.96366 1.47184
H -1.36629 1.78799 -0.39604
H 0.13768 1.09348 -0.40567
H 0.88386 -1.79674 -3.04660
C -0.39246 1.92376 -0.02323
H -0.72495 0.17422 2.20945
H -2.18566 1.01124 1.77761
C -1.17774 1.14682 2.24586
H -1.14621 1.28842 3.30414
C 0.26178 -2.07968 -2.18044
H -0.46822 -1.38714 -1.88171
H 0.80282 1.60170 1.65191
H 1.25082 -3.44174 -0.76112
C 1.34290 -2.42958 -1.07480
H 1.16884 -1.53506 -0.29407
H 2.32097 -2.27987 -1.54028
H 0.06849 2.79518 -0.41804
H -0.09874 3.03679 1.71186
H -0.51523 -2.87345 -2.35068

---

Entry 3:
Molecular formula: C5H14NO
Method: DFT, ωB97M-V/def2-TZVPD

Computed properties:
Energy above the lowest of the compared OMol25 structures with the same formula, charge and spin (eV): 1.888
Largest force on an atom (eV Å⁻¹): 2.3
Frontier orbital gap (alpha / beta) (eV): 10.9211 / 5.7222
Charge: +2
Spin multiplicity: 2
Expectation value of S²: 0.7614
Energy (a.u.): -328.11810
E_HOMO (alpha / beta) (eV): -19.52 / -19.46

Positions of all 21 atoms, in Å:
H -1.10969 2.50654 1.68664
H 0.80087 -2.81387 -2.00166
H 1.91501 -1.82275 -0.93286
N -0.75082 1.54872 1.57632
C -0.52258 1.21032 0.16474
H 0.40617 1.37282 -2.39534
H -0.93625 -1.72956 2.13660
H -1.38912 1.38020 -0.44713
C 0.89097 -1.96528 -1.29611
H 0.26941 -2.36293 -0.46979
H 1.59479 0.75123 0.32659
C 0.34444 -0.76241 -2.01537
H 1.95952 0.76573 -1.95181
H 0.43795 -0.88411 -3.13443
H -1.29519 0.86974 2.16159
C 0.88951 0.64320 -1.72510
O -1.14665 -1.00665 2.73306
H -0.75601 -0.82217 -1.91837
H -1.50405 -1.36216 3.55876
C 0.70088 0.85529 -0.27105
H 0.12890 1.66926 2.09870

---

Entry 4:
Molecular formula: C43H43N6P3Pt
Method: DFT, ωB97M-V/def2-TZVPD

Computed properties:
Energy above the lowest of the compared OMol25 structures with the same formula, charge and spin (eV): 1.205
Largest force on an atom (eV Å⁻¹): 1.1
Frontier orbital gap (alpha / beta) (eV): 6.8411 / 6.0318
Charge: +2
Spin multiplicity: 3
Expectation value of S²: 2.0093
Energy (a.u.): -3135.83670
E_HOMO (alpha / beta) (eV): -12.44 / -13.03

Positions of all 96 atoms, in Å:
H -3.51640 2.62500 2.20322
H 5.32140 -3.91770 1.08242
C -0.91210 -0.39630 -5.76708
C 2.20520 1.64010 -1.81748
H 3.59240 4.11780 -3.63088
C -4.97110 5.02490 0.31632
C 2.57290 -1.26980 2.85102
C -0.15500 4.13150 -0.43938
C 0.33490 -2.21310 -4.81068
C 3.41600 -3.52220 2.82312
C -2.78500 -3.86320 1.50232
H -0.06200 0.65950 3.66542
C -3.12700 -4.48070 0.28782
H -1.49340 -2.36590 -1.76678
P 2.08830 -1.26460 1.02982
H 5.72910 -2.29920 2.79622
H -5.70300 5.81400 0.38522
Pt -0.16340 -0.36170 0.47112
H 1.22350 -3.52840 1.39762
H 4.15440 0.01740 0.58662
P -0.29190 0.46170 -1.81428
N 3.27900 -3.74810 1.39392
H 1.24620 4.39120 -4.32968
H 0.76280 -2.04210 -2.70678
C 1.94530 3.17540 1.11942
C -0.98230 0.21580 -4.52848
C -2.67320 -3.94220 -0.89158
H 2.96770 4.96850 0.55322
H 5.08390 -0.65190 2.63182
H -0.49610 2.90960 -3.41248
H -5.20550 4.42390 2.35532
C -0.25740 -1.61030 -5.91048
H -3.83200 1.25940 -1.78598
H -4.53680 5.40610 -1.74718
C -4.31690 4.79640 -0.88388
H 1.71560 -1.61290 3.43752
H 3.86900 -1.16570 -0.71318
N 4.76880 -1.91500 0.99512
C 0.78530 2.43640 0.98272
N 3.69020 -2.12800 3.12892
H 0.66770 1.47900 1.51152
C -4.68840 4.24380 1.42562
C -2.97300 0.59530 -1.88468
C -1.86980 -2.80050 -0.84808
H -0.96900 4.51630 -1.03448
H -2.96320 0.18310 -2.89298
C -1.97810 -2.70080 1.45322
C 4.89040 -1.70750 2.42722
H 0.85940 -3.15040 -4.92828
H 2.49670 -3.82940 3.32822
C 2.09350 -3.13770 0.85612
H -0.71740 -0.17990 5.88352
H 2.75650 2.80960 1.73442
C 1.00770 4.86880 -0.30568
H 4.24510 -4.13050 3.19182
H 4.18880 2.43620 -1.93928
C -0.39270 -0.39040 -3.42208
C 0.89330 1.75840 -2.25518
C -1.63610 -2.02650 2.67582
C -0.26100 2.89300 0.18312
C 2.05920 4.39120 0.46322
H -3.18900 -4.14610 4.86952
H -0.19230 -2.07790 -6.88298
C -3.20940 -4.37440 2.76142
N -0.91300 -0.88860 2.62002
H 1.09620 5.82090 -0.80778
H -3.80650 -5.27230 2.77132
C -3.07580 3.01650 0.13882
H 1.99520 -3.40180 -0.20298
H -3.74690 -5.36430 0.29682
C 0.53700 2.77680 -3.13138
C -1.00460 -0.73000 5.00262
N -1.74800 1.37110 -1.63828
N -1.54190 -2.20530 0.28002
C 3.17030 2.51210 -2.28398
C 1.51120 3.62550 -3.61798
H 2.44220 0.86720 -1.09638
H -1.47880 1.16880 -4.42678
H -3.09260 -0.22700 -1.16798
P -1.72050 1.79770 0.07762
C -0.62090 -0.26330 3.74322
C -2.87010 -3.75400 3.91572
H -1.35120 0.08420 -6.62748
C 3.85140 -1.01330 0.37142
C 4.48850 -3.31280 0.71892
C -2.08870 -2.56310 3.90572
C 0.27500 -1.60170 -3.56908
H 2.81790 -0.25040 3.16632
H -2.07160 -2.27380 6.03932
H -2.87620 3.60120 -1.92128
C -1.74330 -1.88540 5.08752
C -3.73960 3.23760 1.34022
H -2.91980 -4.38660 -1.84108
H 4.37920 -3.45400 -0.35758
C 2.82960 3.47820 -3.21638
C -3.37380 3.79120 -0.98068

---

Entry 5:
Molecular formula: C23H28F5HfN5SSeSi3
Method: DFT, ωB97M-V/def2-TZVPD

Computed properties:
Energy above the lowest of the compared OMol25 structures with the same formula, charge and spin (eV): 1.997
Largest force on an atom (eV Å⁻¹): 5.3
Frontier orbital gap (eV): 7.5173
Spin multiplicity: 1
Energy (a.u.): -5382.52350
E_HOMO (eV): -8.68

Positions of all 67 atoms, in Å:
H -0.57783 -4.03698 -1.09280
C 0.91564 -1.93356 2.77925
H -2.08181 4.38070 -0.50282
C -2.26379 -1.89524 0.81646
C -1.17733 -3.70919 -0.22159
H -2.18557 2.82354 -2.46900
H -1.81421 -1.21476 -4.05212
C -2.08965 -1.25480 -3.03241
C 0.82841 2.25391 1.36806
H 0.69599 3.13322 2.04039
H -2.80660 3.05349 0.43164
C 4.91765 1.61289 0.05071
C 0.04474 0.89296 -3.47793
H -1.79631 -5.63659 0.32791
H 0.58629 4.36485 -1.03956
F 4.45966 2.55087 -0.78493
C -2.17078 0.52695 2.39398
Si -2.46666 0.00078 0.61217
F 7.05162 2.74660 0.16208
H -1.59511 4.08223 1.20737
H -4.70080 -0.26698 -0.55113
C -1.96136 -4.59729 0.52711
C 4.10563 0.48804 0.28049
H -3.85641 -2.30842 2.18634
H -1.47905 -2.02311 -2.51410
S 2.66850 0.36079 -0.80256
H 0.89285 1.40935 -3.02053
N 1.24250 -2.66766 3.76614
C -4.24909 0.39034 0.24304
C -2.90602 -4.08421 1.43846
C -0.96815 0.57055 -0.52822
N 1.77913 -5.05247 3.72022
C 5.74192 -0.20743 1.88110
N 0.51894 -1.12789 1.95051
H -0.15371 3.40729 -2.38508
H -3.57433 -4.82044 1.79171
N 1.59110 -2.88528 -0.49019
H 0.44273 -0.02667 -3.97327
H -3.15730 0.64078 2.96784
Se 1.28332 -2.65457 -3.38687
H -2.86774 1.91403 -3.75814
N -1.23654 -2.37873 0.00079
H -1.51284 -0.25717 2.88755
C 1.36717 -3.94908 3.67190
Si -0.43772 2.39146 -0.13582
C -3.02792 -2.74074 1.60061
C -1.81537 3.61268 0.26348
H 0.86202 1.38192 2.04300
C 0.46217 3.31733 -1.44196
F 3.84741 -1.56949 1.49434
C 6.62260 0.79626 1.51165
C 4.56844 -0.49486 1.19466
H -0.26302 1.46035 -4.34791
F 6.16522 -1.05440 2.84130
H -4.91732 0.29911 1.11921
C 6.22346 1.76834 0.57967
H -4.36956 1.43838 -0.11793
H 1.48651 2.97231 -1.58445
H -1.60679 1.45377 2.46730
Si -1.43686 0.41326 -2.41938
Hf 0.53290 -0.88115 -0.05543
H 1.80197 2.31915 0.91870
H -3.17172 -1.43449 -2.89169
H -3.64762 1.82297 -2.19960
F 7.85962 0.88884 2.08905
C -2.65175 1.86985 -2.69258
C 1.42852 -2.64655 -1.65621

---

Entry 6:
Molecular formula: CH5N2O2
Method: DFT, ωB97M-V/def2-TZVPD

Computed properties:
Energy above the lowest of the compared OMol25 structures with the same formula, charge and spin (eV): 2.085
Largest force on an atom (eV Å⁻¹): 3.3
Frontier orbital gap (eV): 10.4756
Charge: +1
Spin multiplicity: 1
Energy (a.u.): -300.69071
E_HOMO (eV): -14.72

Positions of all 10 atoms, in Å:
N -0.45545 -0.40919 0.15892
H -1.84463 -0.28760 -0.20861
N 1.90391 0.31106 0.08870
O -2.80747 -0.00422 -0.30185
C 0.67090 -0.10374 0.18442
H -3.25308 0.05929 -1.12269
O 3.34096 -0.10839 -0.24260
H 2.07585 1.22803 0.48395
H -3.33524 0.11269 0.50358
H 3.70426 -0.79792 0.45618

---

Entry 7:
Molecular formula: C3H5ClNOS
Method: DFT, ωB97M-V/def2-TZVPD

Computed properties:
Energy above the lowest of the compared OMol25 structures with the same formula, charge and spin (eV): 1.389
Largest force on an atom (eV Å⁻¹): 3.9
Frontier orbital gap (alpha / beta) (eV): 6.7395 / 6.7361
Charge: +1
Spin multiplicity: 1
Energy (a.u.): -1105.30361
E_HOMO (alpha / beta) (eV): -13.52 / -13.52

Positions of all 12 atoms, in Å:
H 0.67046 -1.17317 1.13704
S 0.75892 3.32669 -1.30462
H -0.81535 -1.12140 0.34973
C 0.59622 0.23040 -0.42573
C -0.16111 2.55896 -0.16863
C 0.40286 1.61358 0.69833
H -1.28076 2.72861 -0.39697
H -0.14387 0.56321 -1.25164
Cl -0.38196 3.84409 -2.82429
N 0.17168 -0.94857 0.30504
H 1.64646 0.12656 -0.64904
O 0.67055 1.49204 1.82881

---

Entry 8:
Molecular formula: C12H13ClN2O2STc
Method: DFT, ωB97M-V/def2-TZVPD

Computed properties:
Energy above the lowest of the compared OMol25 structures with the same formula, charge and spin (eV): 0.166
Largest force on an atom (eV Å⁻¹): 5.0
Frontier orbital gap (alpha / beta) (eV): 8.3055 / 5.1074
Charge: +2
Spin multiplicity: 4
Expectation value of S²: 3.7702
Energy (a.u.): -1663.58330
E_HOMO (alpha / beta) (eV): -15.49 / -15.84

Positions of all 32 atoms, in Å:
H 2.85434 -1.98965 -1.74678
H -2.73769 -0.24385 1.84966
H -0.38060 3.46923 -0.66986
H 1.95810 -2.46988 2.08462
N -2.55633 0.67751 1.46243
C -3.50642 1.61401 1.08633
H -4.56425 1.40937 1.15591
C 1.51224 -2.40563 0.02743
C -2.82192 2.71607 0.66000
C 1.84457 -2.04528 -1.33531
C 2.44664 -2.67559 1.13804
H -3.16601 3.65953 0.27978
O -1.37661 0.83760 -2.36226
N -1.46166 2.41884 0.78503
H -0.43460 -2.88518 0.97626
Cl 3.47717 -0.20514 0.40318
Tc 0.77522 -0.38628 -0.52691
H -1.50181 -2.39257 -1.47468
C -1.30045 1.18088 1.32952
H 2.95011 -3.64257 1.18953
C 2.02022 0.84167 -1.32241
C -0.39907 3.34400 0.41085
H 0.55568 2.95209 0.74750
C 0.08341 -2.52871 0.10108
C -0.45701 -2.27284 -1.19892
O 2.69081 1.65401 -1.79760
H 0.59303 -1.81570 -3.16000
H 3.25538 -1.91567 0.99064
C -0.54944 0.37504 -1.68735
H -0.58759 4.30263 0.88525
S 0.15369 0.39748 1.79856
C 0.63089 -1.97544 -2.07952

---

Q: Which value of spin multiplicity does entry 8 give?
A: 4